9
Properties=species:S:1:pos:R:3:forces:R:3 method="wB97M-V/def2-TZVPD" smiles="O=[N+]([O-])C(O)(O)Br" e_tot_ev=-80788.161 homo_ev=-10.6864 e_above_lowest_kcal_mol=43.3 gap_ev=10.1068
O 2.557636 -2.014403 1.037617 1.09 -0.90 0.92
N 2.036476 -1.750257 0.026372 -2.98 2.29 -2.11
O 2.108846 -2.203442 -1.113979 0.64 -0.46 1.39
C 0.973024 -0.476564 0.024624 2.22 0.15 -0.77
O 0.130445 -0.413513 1.016120 1.42 -1.16 3.22
O 0.255717 -0.481681 -1.071383 -0.29 0.21 -2.12
Br 2.280205 1.184116 0.026441 -0.70 -1.11 0.02
H -0.476179 0.209503 0.680076 -1.93 1.23 -0.08
H 0.440345 -1.260055 -1.605205 0.52 -0.24 -0.48

---

20
Properties=species:S:1:pos:R:3:forces:R:3 method="wB97M-V/def2-TZVPD" smiles=NCCCO.O.O e_tot_ev=-10953.945 homo_ev=-9.4995 e_above_lowest_kcal_mol=19.1 gap_ev=10.0978
N -0.663278 1.556576 -2.646364 -0.20 -0.02 -0.23
C -0.398150 0.464275 -1.717618 -0.04 0.11 -0.07
C -0.917331 0.696203 -0.304024 -0.23 -0.22 -0.18
C -0.499353 -0.339906 0.714922 0.14 0.24 0.73
O -0.858553 0.079534 2.042731 -0.20 -0.02 -0.22
H -1.619760 1.519857 -2.974808 0.01 0.05 0.01
H -0.529297 2.470745 -2.231501 0.11 -0.10 0.09
H 0.671925 0.268107 -1.716862 0.21 0.01 0.14
H -0.872049 -0.427606 -2.130606 0.08 -0.08 -0.03
H -0.637959 1.687846 0.054875 0.12 0.03 0.00
H -2.009157 0.657270 -0.368430 -0.12 0.26 0.10
H -0.980193 -1.298870 0.515240 0.15 -0.17 -0.18
H 0.583379 -0.469617 0.776822 -0.06 -0.05 -0.27
H -1.799708 0.285245 2.011294 0.03 0.01 0.17
O 1.470496 0.925654 4.524111 -0.20 0.11 0.01
H 1.055261 0.112949 4.829934 0.04 0.00 -0.05
H 0.748508 1.405320 4.097315 0.15 -0.15 -0.03
O 2.476233 -3.511774 -2.028398 -0.18 -0.25 0.00
H 1.771805 -3.369241 -1.383288 0.30 0.16 -0.15
H 3.007181 -2.712573 -2.065354 -0.12 0.10 0.15

---

87
Properties=species:S:1:pos:R:3:forces:R:3 method="wB97M-V/def2-TZVPD" e_tot_ev=-142012.895 total_charge=-1 homo_ev="-4.1708 / -4.2779" e_above_lowest_kcal_mol=81.7 multiplicity=4 s2=3.8110 gap_ev="6.0408 / 6.0762"
Cr 0.734194 -0.376216 -0.793434 -2.18 0.75 -0.08
N -0.169883 -2.191087 -1.837876 0.10 0.23 -0.08
C 0.697599 -2.536656 -2.921643 -0.63 -0.82 -0.42
C 0.393414 -3.546436 -3.816265 0.05 0.74 0.84
C 1.263463 -3.846671 -4.859316 0.66 0.04 -0.41
C 2.445424 -3.161648 -4.995909 -0.33 -0.24 -0.10
C 2.794361 -2.140813 -4.093406 -0.21 0.11 0.29
C 4.016914 -1.447016 -4.157418 -0.07 0.56 0.76
C 4.298591 -0.520960 -3.173008 0.26 -0.70 -1.02
C 3.355515 -0.246760 -2.195342 -1.13 -0.15 0.44
N 2.153511 -0.819970 -2.142104 2.03 -0.44 -1.21
C 1.889192 -1.801720 -3.049861 0.57 -0.28 -0.23
H -0.615327 -3.014984 -1.435114 0.23 0.34 0.16
H -0.917355 -1.586363 -2.186847 -0.06 -0.09 0.12
H -0.535019 -4.089579 -3.706563 -0.07 -0.01 0.05
H 1.002506 -4.627587 -5.557488 0.02 -0.07 -0.09
H 3.129556 -3.396795 -5.797975 0.06 -0.04 -0.09
H 4.711764 -1.652989 -4.958005 0.09 -0.03 -0.06
H 5.230421 0.019465 -3.166189 0.10 0.07 0.03
H 3.566013 0.491281 -1.436265 -0.07 0.08 0.00
S 1.226720 1.909453 -0.565265 0.06 0.26 0.32
C 2.865426 2.328666 -0.118654 -0.31 -0.16 -0.04
C 3.607710 1.645124 0.848405 -0.16 -0.07 -0.03
C 4.876611 2.077455 1.178967 0.27 0.02 0.10
C 5.424231 3.196462 0.570858 0.20 0.02 0.07
C 4.694015 3.873760 -0.393605 0.12 0.15 0.02
C 3.430187 3.446882 -0.738145 0.01 -0.14 0.09
H 3.178497 0.777635 1.335184 0.01 0.08 0.02
H 5.448668 1.534597 1.919622 0.01 -0.03 0.09
H 6.409477 3.541954 0.850715 0.10 -0.01 0.00
H 5.114039 4.741630 -0.882260 0.07 0.10 -0.03
H 2.851150 3.960138 -1.487219 -0.08 0.09 -0.17
O 3.568794 -2.153403 1.970895 0.07 -0.04 -0.96
S 3.147356 -1.943259 0.566645 -1.77 0.96 1.01
N 1.872794 -1.140303 0.405691 3.20 -1.91 1.85
N -0.738954 -0.452818 0.422167 -0.58 -0.25 0.87
P -1.360015 -0.398315 1.828120 0.35 -0.14 -0.34
C -1.228690 -1.977029 2.778038 -0.04 0.31 -0.21
C -2.045391 -2.319969 3.848957 0.06 0.00 -0.01
C -1.862702 -3.528115 4.497770 -0.13 -0.02 0.15
C -0.863617 -4.394374 4.085461 0.04 -0.14 -0.01
C -0.043793 -4.053484 3.021599 -0.01 -0.11 0.09
C -0.228198 -2.846098 2.370989 0.05 0.04 -0.11
C -3.178044 -0.134824 1.890806 0.31 -0.09 -0.13
C -3.992296 -1.206819 1.544351 -0.04 0.09 0.06
C -5.364725 -1.054373 1.481005 -0.03 -0.14 -0.02
C -5.935226 0.175441 1.761001 -0.12 0.10 0.04
C -5.129673 1.250467 2.100502 -0.10 0.06 0.06
C -3.754241 1.097156 2.162697 0.06 -0.08 0.06
C -0.752066 0.813279 3.078415 -0.04 -0.20 -0.46
C -1.366019 1.043716 4.305183 0.03 -0.03 -0.02
C -0.824846 1.969047 5.179190 -0.11 -0.04 0.13
C 0.318581 2.673748 4.833635 0.06 0.06 0.02
C 0.933581 2.443020 3.613927 0.07 0.08 0.10
C 0.402135 1.505857 2.743730 -0.08 -0.14 -0.02
H -2.831846 -1.651998 4.171400 -0.09 0.02 0.01
H -2.507888 -3.799186 5.323496 -0.02 -0.01 0.05
H -0.730490 -5.339619 4.593738 0.03 -0.07 0.03
H 0.735874 -4.729767 2.703837 0.12 -0.04 -0.03
H 0.398718 -2.539496 1.542714 -0.01 -0.06 0.01
H -3.531285 -2.158884 1.321505 -0.02 -0.11 -0.03
H -5.989720 -1.888666 1.196767 -0.06 -0.09 0.00
H -7.009581 0.297381 1.720763 -0.05 0.00 -0.02
H -5.579163 2.210172 2.320217 -0.02 0.07 0.02
H -3.114796 1.925164 2.438809 0.00 0.09 -0.04
H -2.267220 0.512122 4.582510 -0.02 -0.02 0.00
H -1.298002 2.137580 6.136759 -0.03 0.05 0.08
H 0.720778 3.400063 5.526689 0.08 0.06 0.01
H 1.823576 2.989458 3.332266 0.06 0.02 -0.01
H 0.848466 1.306192 1.779683 0.06 0.10 -0.02
N -3.777696 2.845047 -0.525157 -0.21 0.37 0.04
C -2.776385 2.016777 -0.943140 -0.20 0.17 0.00
O -1.745981 1.892862 -0.333854 -0.12 0.40 -0.14
C -3.070769 1.330779 -2.251112 0.13 -0.22 -0.16
I -3.593053 -0.712465 -1.917369 -0.20 0.06 -0.17
H -3.660056 3.288008 0.369658 -0.03 -0.06 0.01
H -4.698067 2.806463 -0.922006 -0.01 -0.06 0.01
H -2.162460 1.266905 -2.834377 -0.26 0.04 0.13
H -3.884843 1.780932 -2.812282 0.03 -0.03 0.03
F -1.667729 1.923363 -5.038046 0.08 -0.26 0.10
C -0.500453 2.289789 -4.465707 0.02 -0.08 0.05
F 0.221880 2.877383 -5.425168 0.15 -0.02 -0.05
F -0.806478 3.231833 -3.561850 0.19 -0.20 0.16
S 0.484832 0.824137 -3.770773 -1.10 1.87 -1.69
O 1.754820 1.434184 -3.556624 0.42 0.11 -0.16
O 0.359608 -0.120696 -4.842127 0.13 -0.48 -0.32
O -0.290922 0.445382 -2.590569 0.00 -0.38 0.70

---

24
Properties=species:S:1:pos:R:3:forces:R:3 method="wB97M-V/def2-TZVPD" smiles="CN=C=O.CNP=O.CCO" e_tot_ev=-23806.407 homo_ev=-9.5699 e_above_lowest_kcal_mol=31.1 gap_ev=10.0297
C 2.767728 1.595562 1.083058 -0.37 -0.47 -1.32
N 3.601187 1.071754 0.002285 0.27 0.08 -0.67
C 3.718122 0.315155 -0.917105 -0.51 1.66 2.04
O 3.925882 -0.373287 -1.828655 0.27 -0.99 -1.24
H 2.637699 0.726620 1.721258 -0.65 0.34 0.44
H 3.256334 2.384422 1.612702 0.77 0.28 0.29
H 1.817474 2.039622 0.686381 1.21 -0.97 0.52
C 0.157649 1.374117 -2.224815 1.71 1.66 1.01
N -0.978721 1.983906 -1.477513 -0.35 -0.19 -1.22
P -1.205908 2.239602 0.110579 -0.83 0.34 -0.09
O 0.033835 1.957945 0.823795 0.35 -0.32 0.98
H 1.040316 1.327972 -1.477585 -1.49 0.02 -1.27
H -0.009242 0.397255 -2.615617 -0.61 -0.83 0.11
H 0.503966 1.978343 -3.104954 -0.52 -0.13 0.97
H -1.840191 2.311221 -1.932705 0.75 -0.55 -0.54
C -2.921603 -3.073705 1.696022 3.47 2.92 1.35
C -2.264870 -2.847728 0.267320 0.95 -2.70 2.82
O -1.223249 -1.939300 0.104144 1.82 0.55 1.33
H -3.085531 -2.005288 2.098572 -0.39 -1.58 -0.57
H -3.801820 -3.609813 1.538018 -1.53 -0.77 0.05
H -2.291913 -3.527828 2.543110 -0.67 0.19 -1.58
H -3.112660 -2.526555 -0.207290 -1.63 1.23 -2.04
H -1.997795 -3.842349 -0.124504 0.03 0.22 -0.10
H -0.431010 -2.096673 0.718652 -2.05 0.01 -1.27

---

23
Properties=species:S:1:pos:R:3:forces:R:3 method="wB97M-V/def2-TZVPD" e_tot_ev=-28898.793 homo_ev="-4.4161 / -9.6388" multiplicity=3 s2=2.0062 gap_ev="5.1399 / 7.2522"
C -2.425778 1.354073 -1.689298 -4.32 8.19 -8.07
C -1.818675 0.637900 -0.962024 6.12 -8.28 7.90
C -1.737256 -1.456247 0.429164 -3.95 0.21 0.30
C -1.034002 -1.657237 -0.828071 2.45 -2.47 -0.67
C -0.947755 -0.278052 -0.289437 -0.89 1.70 -0.51
C 1.792677 -1.185481 0.652208 0.27 1.15 -0.68
C 0.607379 1.360702 1.982387 0.62 -0.88 -0.53
C 1.442550 1.480788 -1.098722 -0.34 0.55 1.72
Si 0.769903 0.373533 0.297065 -1.14 0.02 0.46
Cl -1.699485 -1.997868 -2.451175 -0.20 0.06 0.83
H -3.345698 1.678709 -2.132367 -0.98 -0.32 0.49
H -2.925269 -1.432358 0.443465 2.68 0.41 -0.46
H -1.447646 -1.824128 1.388954 0.91 -0.50 0.23
H -0.102619 -2.326391 -0.711972 -1.53 1.42 -0.37
H 2.764841 -0.941096 0.229886 0.35 -0.25 0.04
H 1.880633 -1.122472 1.701997 0.42 -0.20 1.46
H 1.561296 -2.213184 0.411011 -0.39 0.05 -0.34
H 0.124486 2.369545 1.937341 0.41 -1.00 0.01
H 0.185077 0.708175 2.808151 0.36 0.86 -1.00
H 1.705368 1.466212 2.175388 -0.76 0.32 0.32
H 1.370679 0.981165 -2.000949 -0.75 -1.37 -2.01
H 0.752896 2.359274 -1.177567 1.02 -0.35 0.12
H 2.526400 1.664439 -1.115435 -0.37 0.67 0.74

---

109
Properties=species:S:1:pos:R:3:forces:R:3 method="wB97M-V/def2-TZVPD" e_tot_ev=-216776.458 homo_ev=-6.9905 gap_ev=1.0861
C 1.850151 -3.480206 -2.083421 1.17 0.55 -0.24
C 3.348225 -3.184740 -2.639746 -0.80 0.07 0.38
C 3.730273 -1.623702 -2.586268 0.52 -0.40 -0.79
C 2.851022 -0.795989 -3.673859 0.56 0.42 -0.54
C 2.595217 0.745663 -3.243977 -0.25 -0.35 1.44
C 1.425383 0.963614 -2.169632 -0.37 0.32 0.17
C 0.162280 -0.044291 -2.324651 1.02 0.28 0.32
C -1.101247 0.274624 -1.350525 -0.78 -0.18 -1.06
C -1.876482 -1.097111 -1.067640 -0.03 -0.55 0.17
C -2.007196 -2.090269 -2.328799 -0.06 -0.04 -0.33
C -2.740987 -1.464863 -3.627464 0.18 1.36 0.76
C -4.299714 -1.067067 -3.385341 0.52 0.88 -0.18
N -5.298985 -2.176954 -3.586418 0.44 -0.79 1.58
C -5.348961 -3.082568 -2.433551 0.35 0.23 2.79
O -5.277839 -2.689358 -1.244353 -0.06 -0.87 -3.90
O -5.452401 -4.493306 -2.628094 -1.16 3.33 -1.10
H 1.842528 -4.575117 -1.769267 -0.37 1.58 -0.33
H 1.727346 -2.783320 -1.176909 -0.15 -1.38 -1.20
H 1.059221 -3.285658 -2.888501 1.04 -0.35 1.22
H 3.418124 -3.556305 -3.724191 0.17 0.46 1.59
H 4.041326 -3.791631 -1.954231 -0.74 1.11 -1.24
H 4.828061 -1.516284 -2.915094 -1.57 -0.08 0.60
H 3.663124 -1.193035 -1.536879 -0.25 -0.59 -1.27
H 3.515706 -0.789052 -4.642543 -0.88 -0.20 1.27
H 1.909090 -1.372383 -3.962867 1.09 1.00 0.53
H 3.571147 1.143385 -2.772960 -1.28 -0.41 -0.91
H 2.365941 1.461542 -4.138750 -1.83 -0.89 7.63
H 1.889601 0.854110 -1.131584 -0.76 0.13 -1.37
H 1.085108 2.078420 -2.259093 0.76 -1.85 0.24
H 0.542134 -1.087203 -2.040304 -0.59 1.50 -0.48
H -0.108366 -0.093425 -3.455117 0.09 0.04 1.90
H -1.837900 0.953345 -1.959605 1.24 -3.52 2.53
H -0.830624 0.889068 -0.392331 -0.27 -1.30 -1.64
H -1.315035 -1.661145 -0.247902 -0.71 0.73 -1.04
H -2.945886 -0.937903 -0.673506 1.68 0.04 -0.50
H -0.996832 -2.499003 -2.702389 -1.38 0.71 0.76
H -2.566219 -3.017000 -1.942135 0.71 1.53 -0.70
H -2.178772 -0.512843 -3.959925 -0.65 -0.73 0.50
H -2.650735 -2.226744 -4.547372 0.35 2.48 1.65
H -4.582276 -0.236013 -4.132355 0.41 -1.26 1.03
H -4.367625 -0.609280 -2.333147 -0.31 -0.94 -1.53
H -4.981394 -2.724253 -4.453498 -1.05 1.13 1.54
H -5.668455 -4.576284 -3.589816 0.43 -0.44 0.90
Cs -1.615321 2.696962 -2.945227 -0.21 2.89 -1.59
Br -3.378945 -3.833109 -4.445466 1.42 -5.02 -2.34
Ca 2.847981 1.335365 -5.564343 2.26 -0.58 -6.96
C 1.772972 -1.676710 1.786335 0.28 -0.21 0.30
O 2.468481 -2.715717 1.113930 0.07 -0.12 -0.20
H 1.270119 -1.051597 1.046263 -0.01 -0.08 -0.09
H 1.029085 -2.108780 2.459583 -0.08 0.26 0.05
H 2.481991 -1.067740 2.352329 -0.18 0.09 0.10
H 2.903316 -3.251513 1.791615 0.05 0.17 -0.09
C 0.218105 7.842654 2.424515 0.18 0.13 -0.05
O -0.911104 7.547430 3.238078 0.00 -0.12 -0.23
C -1.934401 6.979003 2.576044 -0.92 0.10 0.72
O -1.955652 6.715601 1.395105 0.36 -0.05 0.00
O -2.917909 6.757861 3.446992 0.91 -0.34 -0.47
C -4.076637 6.152730 2.879141 -0.48 -0.32 -0.17
H 0.977785 8.296123 3.061840 -0.24 -0.08 0.13
H 0.631000 6.928560 1.990830 -0.10 0.09 -0.09
H -0.047021 8.556194 1.641173 -0.01 -0.18 -0.03
H -3.831681 5.167795 2.467584 0.18 0.04 -0.01
H -4.512384 6.795624 2.113960 0.13 -0.02 0.16
H -4.807266 6.021557 3.675840 0.26 0.23 0.03
C 4.849645 -1.154476 4.522466 -0.47 -0.10 0.66
O 4.535445 -2.219725 3.996930 -0.05 -0.18 -0.49
N 4.436699 -0.796571 5.758049 0.59 -0.85 -0.80
N 5.641785 -0.241014 3.904407 0.45 0.29 -0.77
H 4.692069 0.099818 6.217170 0.11 -0.97 -0.45
H 3.846263 -1.446217 6.250904 0.07 0.16 0.01
H 5.971572 -0.468927 2.981946 -0.02 0.02 0.19
H 5.909984 0.634768 4.316247 -0.09 -0.09 0.10
C 4.423933 -7.139554 8.262871 -0.08 -0.13 -0.03
C 5.003546 -7.395554 6.877750 0.14 0.05 -0.01
C 5.538174 -6.132303 6.199001 -0.08 -0.06 -0.05
C 4.493515 -5.045295 5.926954 0.09 0.09 0.11
C 3.307014 -5.477964 5.066948 0.03 0.14 -0.01
C 3.706780 -5.908435 3.661827 -0.16 -0.07 -0.08
H 3.562051 -6.470208 8.221204 0.05 0.00 0.04
H 4.092434 -8.079260 8.710847 0.00 0.08 0.06
H 5.174973 -6.696191 8.921648 -0.06 0.03 -0.01
H 4.249491 -7.878184 6.246737 0.04 0.04 0.00
H 5.827081 -8.111546 6.971490 -0.06 0.00 -0.05
H 6.022639 -6.415896 5.259253 0.00 0.03 0.01
H 6.327014 -5.701683 6.826145 -0.03 -0.03 -0.02
H 4.993745 -4.201821 5.439448 -0.11 -0.05 0.00
H 4.114315 -4.657768 6.878992 0.03 -0.04 -0.02
H 2.611812 -4.634982 4.986458 0.06 -0.05 0.06
H 2.752402 -6.285814 5.555197 0.03 0.01 0.00
H 4.225043 -5.098855 3.139880 0.06 -0.02 0.07
H 2.818105 -6.171421 3.080595 0.08 -0.03 -0.03
H 4.360791 -6.783424 3.678299 0.00 0.05 -0.05
F -4.635130 8.620268 3.173372 -0.21 0.40 -0.12
C -8.160679 5.742331 -6.132869 0.11 0.15 -0.27
C -7.564080 6.138350 -4.796011 -0.68 -0.21 -0.05
O -6.178516 6.480659 -4.934077 0.32 0.31 0.08
C -5.931376 7.706380 -5.420292 -0.15 -0.10 -0.10
O -6.756472 8.526428 -5.733561 0.33 -0.26 0.14
O -4.599345 7.854382 -5.519765 -0.27 -0.15 0.14
C -4.198646 9.092593 -6.104678 0.21 0.41 -0.16
H -7.566318 4.952386 -6.599668 -0.09 -0.06 0.14
H -9.186466 5.389272 -6.009389 0.09 0.00 0.04
H -8.169043 6.585889 -6.826756 -0.07 0.00 0.15
H -7.611477 5.289241 -4.110452 0.32 0.13 -0.03
H -8.121512 6.956798 -4.332819 0.21 0.04 -0.15
H -4.656544 9.940389 -5.592061 -0.08 -0.15 -0.12
H -4.453478 9.101939 -7.166499 -0.11 0.09 0.13
H -3.115807 9.174182 -6.005957 -0.12 -0.25 0.10
Br 3.816990 1.209284 7.421687 -0.71 1.66 1.33